# 1
This record from the Open Molecules 2025 dataset describes 3 unconnected molecules or ions with the total composition C3H12O2S2 in a non-equilibrium geometry. The level of theory is wB97M-V/def2-TZVPD.

Structure (XYZ):
```
19
Properties=species:S:1:pos:R:3
C 0.35 -0.40 1.40
C 1.72 -1.08 1.48
C -0.80 -1.38 1.40
S -2.45 -0.59 1.50
S -2.84 0.22 -0.74
H 0.24 0.29 2.23
H 0.29 0.14 0.45
H 1.87 -1.57 2.44
H 2.52 -0.35 1.34
H 1.82 -1.78 0.65
H -0.92 -1.79 0.39
H -0.66 -2.17 2.12
H -2.14 -0.78 -1.30
H -2.86 3.25 0.84
H -1.98 3.27 -0.38
O -2.82 3.60 -0.06
H 3.62 0.14 -4.71
H 2.13 0.20 -4.52
O 2.90 0.78 -4.55
```

Computed properties:
Orbital gap (spin up / spin down), eV: 3.90 / 5.76
HOMO (spin up / spin down), eV: -1.17 / -3.05
Spin multiplicity: 2
ΔE to the lowest compared entry with this formula, charge and spin, eV: 0.028
Charge: -1
F_max, eV Å⁻¹: 2.35

Atom charges from the Mulliken analysis, given in e for atoms 1 to 4:
1. C -0.039
2. C -1.192
3. C -0.846
4. S -0.340



# 2
This record from the Open Molecules 2025 dataset describes 3 unconnected molecules or ions with the total composition C3H12O2S2 in a non-equilibrium geometry. The level of theory is wB97M-V/def2-TZVPD.

Structure (XYZ):
```
19
Properties=species:S:1:pos:R:3
C -0.04 0.91 -2.38
C 0.79 0.75 -1.04
S -0.35 0.87 0.35
S 0.53 2.30 1.55
C -0.85 3.13 2.24
H -0.40 -0.11 -2.78
H -0.84 1.55 -2.15
H 0.57 1.51 -3.15
H 1.56 1.76 -1.03
H 1.36 -0.22 -1.07
H -0.57 4.01 2.83
H -1.60 2.53 2.87
H -1.43 3.50 1.35
O 1.51 -4.44 -0.61
H 1.59 -4.37 0.36
H 2.22 -4.92 -0.97
O -1.75 -4.99 -1.49
H -2.02 -4.07 -1.75
H -0.84 -5.07 -1.22
```

Computed properties:
Orbital gap, eV: 8.38
HOMO, eV: -7.93
SMILES: CCSSC.O.O
ΔE to the lowest compared entry with this formula, charge and spin, eV: 1.848
Charge: 0
F_max, eV Å⁻¹: 3.78

Atom charges from the Mulliken analysis, given in e for atoms 1 to 4:
1. C -0.989
2. C -0.295
3. S -0.116
4. S -0.059



# 3
This record from the Open Molecules 2025 dataset describes 3 unconnected molecules or ions with the total composition C3H12O2S2 in a non-equilibrium geometry. The level of theory is wB97M-V/def2-TZVPD.

Structure (XYZ):
```
19
Properties=species:S:1:pos:R:3
C -0.14 2.09 1.95
C 0.35 1.73 0.55
S -0.93 0.96 -0.50
S -0.03 0.18 -2.21
C 0.90 -1.20 -1.42
H -0.73 3.00 1.89
H -0.75 1.26 2.32
H 0.73 2.34 2.55
H 1.11 0.95 0.53
H 0.78 2.59 0.04
H 0.12 -1.91 -1.17
H 1.40 -0.78 -0.57
H 1.68 -1.64 -2.08
O -1.18 -1.89 1.33
H -1.90 -2.49 1.17
H -1.44 -1.09 0.85
O 1.80 -1.99 2.08
H 0.91 -1.93 1.71
H 1.81 -2.66 2.77
```

Computed properties:
Orbital gap, eV: 9.39
HOMO, eV: -8.79
SMILES: CCSSC.O.O
ΔE to the lowest compared entry with this formula, charge and spin, eV: 0.414
Charge: 0
F_max, eV Å⁻¹: 1.40

Atom charges from the Mulliken analysis, given in e for atoms 1 to 4:
1. C -1.074
2. C -0.206
3. S -0.173
4. S -0.089



# 4
This record from the Open Molecules 2025 dataset describes 3 unconnected molecules or ions with the total composition C3H12O2S2 in a non-equilibrium geometry. The level of theory is wB97M-V/def2-TZVPD.

Structure (XYZ):
```
19
Properties=species:S:1:pos:R:3
C -0.89 1.51 -0.49
C -0.55 0.15 0.05
C 0.93 -0.13 0.17
S 1.37 -1.82 0.64
S 3.40 -1.89 0.51
H -0.86 1.52 -1.64
H -1.89 1.81 -0.35
H -0.32 2.27 -0.06
H -1.11 -0.68 -0.40
H -0.86 -0.03 1.27
H 1.49 0.52 1.05
H 1.55 0.04 -0.69
H 3.38 -2.65 -0.60
O 1.39 -3.06 -3.00
H 2.11 -2.87 -3.65
H 1.56 -4.11 -3.10
O -3.18 3.11 3.38
H -3.62 2.97 4.20
H -3.92 3.33 2.70
```

Computed properties:
Orbital gap, eV: 8.89
HOMO, eV: -8.39
SMILES: CCCSS.O.O
ΔE to the lowest compared entry with this formula, charge and spin, eV: 2.091
Charge: 0
F_max, eV Å⁻¹: 4.65

Atom charges from the Mulliken analysis, given in e for atoms 1 to 4:
1. C -1.266
2. C -0.313
3. C -0.586
4. S -0.092



# 5
This record from the Open Molecules 2025 dataset describes 3 unconnected molecules or ions with the total composition C3H12O2S2 in a non-equilibrium geometry. The level of theory is wB97M-V/def2-TZVPD.

Structure (XYZ):
```
19
Properties=species:S:1:pos:R:3
C -1.17 -0.77 -0.81
C -0.26 -1.87 -0.24
C -0.73 -0.23 -2.30
S 1.03 -0.14 -2.38
S 1.71 1.35 -1.02
H -0.99 0.11 -0.22
H -2.21 -1.02 -0.92
H -0.66 -2.29 0.68
H 0.06 -2.66 -0.92
H 0.70 -1.33 -0.01
H -1.37 0.64 -2.46
H -1.10 -0.93 -3.07
H 2.94 1.56 -1.45
H 2.23 1.57 2.98
H 1.50 0.30 2.74
O 1.66 0.94 3.44
H -0.76 0.96 1.87
H -1.15 2.20 2.41
O -1.43 1.63 1.69
```

Computed properties:
Orbital gap (spin up / spin down), eV: 9.20 / 6.43
HOMO (spin up / spin down), eV: -14.70 / -14.70
Spin multiplicity: 2
ΔE to the lowest compared entry with this formula, charge and spin, eV: 1.119
Charge: +1
F_max, eV Å⁻¹: 2.74

Atom charges from the Mulliken analysis, given in e for atoms 1 to 4:
1. C -0.247
2. C -1.002
3. C -0.536
4. S 0.237



# 6
This record from the Open Molecules 2025 dataset describes 3 unconnected molecules or ions with the total composition C3H12O3 in a non-equilibrium geometry. The level of theory is wB97M-V/def2-TZVPD.

Structure (XYZ):
```
18
Properties=species:S:1:pos:R:3
C 0.03 -0.88 -1.03
C -0.40 -0.36 0.34
C -0.31 1.13 0.51
O 0.40 -0.95 1.37
H 0.24 -1.95 -0.99
H 0.90 -0.34 -1.41
H -0.79 -0.81 -1.74
H -1.43 -0.69 0.54
H -0.88 1.73 -0.20
H 0.64 1.61 0.25
H -0.48 1.36 1.57
H 0.61 -1.86 1.11
O -2.08 1.54 -2.30
H -2.05 0.98 -3.09
H -2.93 1.46 -1.87
O 3.14 -0.87 2.44
H 2.38 -0.58 2.93
H 3.02 -0.53 1.57
```

Computed properties:
Orbital gap, eV: 10.86
HOMO, eV: -10.30
SMILES: CC(C)O.O.O
ΔE to the lowest compared entry with this formula, charge and spin, eV: 0.292
Charge: 0
F_max, eV Å⁻¹: 1.32

Atom charges from the Mulliken analysis, given in e for atoms 1 to 4:
1. C -1.226
2. C 0.652
3. C -1.330
4. O -0.481



# 7
This record from the Open Molecules 2025 dataset describes 3 unconnected molecules or ions with the total composition C3H12O3 in a non-equilibrium geometry. The level of theory is wB97M-V/def2-TZVPD.

Structure (XYZ):
```
18
Properties=species:S:1:pos:R:3
C 2.39 -2.42 -1.44
O 1.31 -1.52 -1.70
H 3.19 -1.76 -1.12
H 2.08 -3.13 -0.67
H 2.61 -2.98 -2.36
H 1.52 -0.92 -2.41
C -2.53 1.97 -0.31
O -2.19 0.58 -0.61
H -1.63 2.45 0.07
H -2.96 2.49 -1.17
H -3.29 2.00 0.47
H -2.69 0.25 -1.37
C 0.28 0.63 2.41
O 1.07 -0.12 1.53
H 0.87 0.94 3.27
H 0.05 1.57 1.90
H -0.64 0.18 2.79
H 0.55 -0.20 0.73
```

Computed properties:
Orbital gap, eV: 10.76
HOMO, eV: -9.95
SMILES: CO.CO.CO
ΔE to the lowest compared entry with this formula, charge and spin, eV: 1.678
Charge: 0
F_max, eV Å⁻¹: 1.47

Atom charges from the Mulliken analysis, given in e for atoms 1 to 4:
1. C -0.491
2. O -0.497
3. H 0.234
4. H 0.200



# 8
This record from the Open Molecules 2025 dataset describes 3 unconnected molecules or ions with the total composition C3H12O3 in a non-equilibrium geometry. The level of theory is wB97M-V/def2-TZVPD.

Structure (XYZ):
```
18
Properties=species:S:1:pos:R:3
C -0.91 -2.72 2.38
O -0.63 -1.38 2.31
H -0.40 -3.16 3.21
H -0.67 -3.25 1.32
H -2.07 -2.97 2.41
H 0.15 -1.39 1.84
C -0.42 1.45 -2.82
O 0.95 1.47 -2.61
H -0.78 0.53 -2.64
H -0.77 1.80 -3.74
H -0.76 2.11 -2.05
H 1.56 1.75 -3.37
C 0.87 1.16 0.90
O 0.91 -0.02 0.23
H 0.82 1.98 0.20
H 1.71 1.27 1.42
H 0.02 1.23 1.55
H 0.43 0.16 -0.55
```

Computed properties:
Orbital gap, eV: 10.68
HOMO, eV: -9.99
SMILES: CO.CO.CO
ΔE to the lowest compared entry with this formula, charge and spin, eV: 2.760
Charge: 0
F_max, eV Å⁻¹: 4.90

Atom charges from the Mulliken analysis, given in e for atoms 1 to 4:
1. C -0.575
2. O -0.413
3. H 0.256
4. H 0.224



# 9
This record from the Open Molecules 2025 dataset describes 3 unconnected molecules or ions with the total composition C3H12O3 in a non-equilibrium geometry. The level of theory is wB97M-V/def2-TZVPD.

Structure (XYZ):
```
18
Properties=species:S:1:pos:R:3
C 0.32 0.22 1.70
C -0.31 -0.87 0.88
C 0.75 -1.15 -0.19
O -1.57 -0.43 0.33
H -0.15 0.34 2.67
H 0.14 1.09 1.09
H 1.34 -0.04 1.97
H -0.52 -1.82 1.40
H 1.66 -1.55 0.28
H 0.91 -0.28 -0.82
H 0.42 -2.01 -0.87
H -2.11 -0.42 -0.45
O 4.46 3.20 -1.13
H 4.73 4.11 -1.23
H 5.27 2.68 -1.19
O -3.89 -1.47 -1.00
H -4.30 -1.42 -1.87
H -3.70 -0.56 -0.78
```

Computed properties:
Orbital gap, eV: 10.73
HOMO, eV: -10.00
SMILES: CC(C)O.O.O
ΔE to the lowest compared entry with this formula, charge and spin, eV: 1.331
Charge: 0
F_max, eV Å⁻¹: 2.80

Atom charges from the Mulliken analysis, given in e for atoms 1 to 4:
1. C -1.274
2. C 0.476
3. C -1.249
4. O -0.553



# 10
This record from the Open Molecules 2025 dataset describes a molecular structure, C3H12O3Rb in a non-equilibrium geometry. The level of theory is wB97M-V/def2-TZVPD.

Structure (XYZ):
```
19
Properties=species:S:1:pos:R:3
Rb 0.05 -0.90 -2.39
C -1.92 -2.71 0.24
O -2.40 -1.64 -0.56
H -1.49 -3.40 -0.52
H -1.08 -2.45 0.88
H -2.72 -3.19 0.76
H -2.43 -0.88 0.03
C 2.03 2.12 -1.02
O 0.68 2.58 -1.11
H 2.72 2.74 -1.61
H 2.32 2.18 0.05
H 2.10 1.11 -1.36
H 0.64 3.13 -1.91
C 0.31 0.07 1.79
O 0.11 0.06 0.35
H 0.06 -0.96 2.01
H 1.35 0.29 2.04
H -0.34 0.86 2.26
H 0.02 0.99 0.06
```

Computed properties:
Orbital gap, eV: 10.40
HOMO, eV: -13.97
ΔE to the lowest compared entry with this formula, charge and spin, eV: 0.548
Charge: +1
F_max, eV Å⁻¹: 2.11

Atom charges from the Mulliken analysis, given in e for atoms 1 to 4:
1. Rb 1.001
2. C -0.456
3. O -0.493
4. H 0.222